No. 1
82
Properties=species:S:1:pos:R:3:forces:R:3:mulliken_charge:R:1 method="wB97M-V/def2-TZVPD" smiles="CC[C@@H](I)C1=CC(=O)c2ccc(CCCOC(C)=O)cc2C1=O.O=C1OC[C@@H](F)O1.O=C1OC[C@@H](F)O1.O=C1OC[C@@H](F)O1.O=C1OC[C@@H](F)O1" molar_mass_g_mol=850.46 orbital_gap_ev=8.5 lumo_ev=-1.0 energy_ev=-83343.85676
C -3.977 -2.113 -1.144 -0.1 0.1 -0.4 -0.97
C -4.098 -0.631 -1.506 0.1 -0.4 -0.2 -0.45
C -3.100 -0.180 -2.599 0.4 0.6 1.1 -0.86
I -4.130 0.759 -4.224 0.0 0.0 0.0 0.07
C -2.051 0.700 -1.933 -0.5 -0.2 -1.0 0.50
C -2.080 2.024 -1.877 0.3 0.2 0.1 -0.49
C -1.073 2.789 -1.124 0.0 -0.4 0.1 -0.08
O -1.227 3.966 -0.899 -0.1 0.6 -0.1 -0.63
C 0.111 2.050 -0.634 0.1 1.2 0.0 0.25
C 1.166 2.762 -0.095 0.0 -0.1 0.1 -1.30
C 2.243 2.073 0.413 0.2 0.6 0.1 -0.03
C 2.324 0.696 0.367 0.2 -0.4 0.0 0.66
C 3.519 -0.008 0.949 0.1 0.0 0.1 -1.71
C 4.796 0.037 0.095 -0.6 0.0 0.2 -0.35
C 5.526 1.354 0.059 0.2 -0.2 -0.2 -0.78
O 5.579 1.975 1.357 -0.9 -0.1 0.0 -0.33
C 5.958 3.268 1.297 0.8 0.3 0.0 0.86
C 5.082 4.227 2.022 -0.5 -0.8 0.4 -1.09
O 6.920 3.619 0.676 0.3 0.1 -0.4 -0.56
C 1.273 0.007 -0.207 0.5 -0.3 0.2 -0.64
C 0.180 0.689 -0.691 -0.6 -0.9 -0.4 0.42
C -0.960 -0.067 -1.270 0.2 0.0 0.3 0.52
O -1.020 -1.272 -1.191 0.0 -0.4 -0.1 -0.66
H -3.924 -2.231 -0.075 -0.1 -0.2 0.3 -0.06
H -3.081 -2.552 -1.560 0.3 0.0 0.0 0.41
H -4.817 -2.668 -1.541 -0.3 -0.2 0.1 0.35
H -5.092 -0.396 -1.856 -0.4 0.0 0.1 0.55
H -3.936 -0.054 -0.607 0.0 0.4 0.2 0.25
H -2.562 -1.032 -2.980 -0.1 -0.3 -0.5 0.65
H -2.834 2.621 -2.354 -0.4 0.1 -0.1 0.45
H 1.117 3.834 -0.063 0.0 0.3 0.1 0.57
H 3.040 2.621 0.880 0.3 0.2 0.1 0.43
H 3.718 0.424 1.921 0.1 0.1 0.3 0.47
H 3.283 -1.052 1.125 -0.2 -0.2 0.0 0.52
H 5.451 -0.781 0.361 0.2 -0.1 0.4 0.43
H 4.493 -0.154 -0.922 0.0 -0.1 -0.4 0.22
H 5.023 2.019 -0.634 -0.2 0.3 0.0 0.35
H 6.526 1.207 -0.319 0.4 0.0 0.0 0.60
H 4.346 4.572 1.306 -0.1 0.3 -0.2 0.23
H 5.645 5.047 2.429 0.2 0.3 0.0 0.37
H 4.520 3.701 2.782 -0.1 0.0 0.4 0.36
H 1.312 -1.067 -0.251 -0.2 -0.3 -0.1 0.56
O -6.334 -2.159 1.527 0.0 0.0 -0.1 -0.50
C -5.525 -2.151 2.390 -0.1 -0.1 -0.1 0.69
O -5.382 -3.125 3.319 0.2 0.2 0.1 -0.34
C -4.216 -2.822 4.098 0.0 -0.2 0.2 -0.19
C -4.081 -1.330 3.897 0.2 -0.1 -0.2 0.41
F -2.788 -0.928 3.907 -0.1 0.0 -0.1 -0.28
O -4.616 -1.154 2.592 -0.2 0.0 0.3 -0.29
H -3.359 -3.362 3.693 0.1 0.2 -0.1 0.28
H -4.357 -3.097 5.137 -0.2 -0.1 0.0 0.05
H -4.648 -0.724 4.605 0.1 0.1 0.0 0.23
O -4.659 -1.474 7.596 0.0 0.0 -0.1 -0.49
C -5.424 -2.344 7.837 0.0 0.2 -0.1 0.65
O -6.406 -2.287 8.762 0.0 -0.2 0.0 -0.33
C -7.200 -3.475 8.644 -0.1 0.0 0.2 -0.43
C -6.234 -4.432 7.983 -0.2 0.0 -0.3 0.28
F -6.866 -5.304 7.165 0.1 0.0 0.0 -0.27
O -5.429 -3.557 7.205 0.0 -0.1 0.4 -0.28
H -8.063 -3.276 8.009 0.1 -0.1 -0.1 0.28
H -7.539 -3.812 9.619 0.1 0.1 0.1 0.27
H -5.597 -4.986 8.674 0.0 -0.1 -0.1 0.26
O 4.210 1.176 -2.920 -0.1 0.0 -0.1 -0.44
C 5.222 0.787 -3.400 -0.3 0.2 0.0 0.63
O 6.099 -0.022 -2.771 0.4 -0.1 -0.3 -0.29
C 7.129 -0.366 -3.711 0.2 -0.1 0.2 -0.47
C 7.042 0.771 -4.703 -0.2 -0.1 -0.1 0.29
F 7.352 0.379 -5.957 -0.1 0.0 0.0 -0.29
O 5.666 1.115 -4.640 0.3 0.1 0.1 -0.34
H 6.892 -1.324 -4.174 0.0 0.1 -0.1 0.28
H 8.095 -0.433 -3.219 -0.1 0.1 0.2 0.29
H 7.641 1.646 -4.444 0.0 0.0 -0.1 0.29
O 0.646 0.065 -8.690 0.0 0.0 0.0 -0.50
C 0.342 0.434 -7.607 -0.1 -0.1 -0.1 0.58
O -0.623 1.347 -7.339 0.1 0.0 0.2 -0.36
C -0.785 1.418 -5.916 -0.1 0.3 -0.1 0.07
C 0.544 0.912 -5.426 -0.1 -0.5 0.0 0.23
F 0.429 0.236 -4.253 0.0 0.0 0.0 -0.24
O 0.922 0.003 -6.448 0.1 0.4 0.0 -0.32
H -1.595 0.768 -5.600 0.0 -0.1 0.0 -0.12
H -1.000 2.435 -5.599 0.0 0.1 -0.2 0.33
H 1.308 1.674 -5.322 0.2 0.1 0.2 0.28



No. 2
74
Properties=species:S:1:pos:R:3:forces:R:3:lowdin_spin:R:1 method="wB97M-V/def2-TZVPD" charge=+2 molar_mass_g_mol=758.60 orbital_gap_ev="7.4 / 7.5" lumo_ev="-5.7 / -5.7" energy_ev=-86730.56181 multiplicity=7
Tb 1.033 0.745 -0.318 -0.1 0.6 0.1 6.12
C -1.773 1.094 1.040 0.0 0.3 -0.1 -0.01
C -1.714 2.485 0.406 -0.1 -0.3 0.2 0.00
N -0.718 2.512 -0.695 0.0 0.1 -0.2 -0.02
C -1.368 2.188 -1.989 0.3 -0.2 -0.1 0.00
C -0.386 1.552 -2.974 -0.3 0.6 0.0 0.00
C -0.047 3.834 -0.780 0.4 0.1 0.2 0.00
C 1.146 3.913 0.167 -0.1 -0.1 -0.3 0.00
N 1.979 2.736 -0.092 -0.7 -0.3 0.1 -0.02
C 3.257 2.677 0.371 1.0 0.0 0.1 0.00
C 4.043 1.581 -0.028 -0.3 0.3 0.0 0.00
F 3.395 0.650 -0.864 0.4 0.3 0.2 -0.01
C 5.353 1.386 0.341 -0.1 -0.2 0.0 0.00
F 5.992 0.290 -0.073 0.0 -0.1 -0.1 0.00
C 5.979 2.294 1.168 0.0 0.1 0.0 0.00
C 5.236 3.378 1.606 0.2 -0.2 0.0 0.00
F 5.796 4.247 2.437 0.0 0.1 0.0 0.00
C 3.919 3.570 1.237 -0.3 -0.2 -0.1 0.00
F 3.248 4.607 1.759 0.0 0.1 0.0 0.00
H -0.965 0.957 1.767 0.0 -0.1 -0.1 0.00
H -1.751 0.313 0.270 0.0 -0.1 0.1 0.00
H -2.709 0.955 1.581 0.0 -0.1 0.0 0.00
H -1.428 3.213 1.164 0.0 0.1 -0.1 0.00
H -2.701 2.767 0.031 0.1 0.1 0.0 0.00
H -1.795 3.088 -2.441 -0.1 0.0 0.0 0.00
H -2.172 1.474 -1.809 -0.1 0.1 0.0 0.00
H 0.473 2.194 -3.171 0.0 0.0 0.0 0.00
H -0.896 1.360 -3.918 0.1 -0.1 0.0 0.00
H -0.525 -0.367 -2.612 0.0 -0.2 0.3 0.00
H -0.750 4.646 -0.576 -0.1 -0.1 -0.1 0.00
H 0.332 3.958 -1.795 0.0 0.0 0.0 0.00
H 0.823 3.955 1.213 0.0 0.1 0.0 0.00
H 1.681 4.837 -0.054 0.0 0.0 0.1 0.00
H 7.010 2.168 1.461 0.0 0.0 0.0 0.00
N 2.992 -0.647 3.392 0.1 -0.1 -0.1 0.00
C 2.588 0.495 4.030 -0.1 0.2 0.0 0.00
C 1.730 1.118 3.178 0.0 0.0 0.1 0.00
N 1.602 0.372 2.032 0.2 -0.5 0.0 -0.02
C 2.385 -0.693 2.191 -0.2 0.3 0.3 0.00
C 2.521 -1.674 1.135 -0.1 -0.3 -0.4 0.00
N 1.876 -1.530 -0.022 0.3 -0.1 0.4 -0.01
C 2.289 -2.568 -0.821 0.0 -0.1 0.0 0.00
C 3.164 -3.352 -0.133 -0.1 0.0 -0.3 0.00
N 3.297 -2.773 1.098 0.0 0.2 0.2 0.00
H 3.644 -1.314 3.775 0.0 0.0 0.0 0.00
H 2.934 0.761 5.014 0.0 0.0 0.0 0.00
H 1.199 2.044 3.320 0.0 0.0 0.0 0.00
H 1.948 -2.673 -1.837 0.0 -0.1 0.0 0.00
H 3.683 -4.250 -0.417 0.0 0.0 0.1 0.00
H 3.903 -3.114 1.829 0.0 0.0 0.0 0.00
O 0.146 0.313 -2.435 -0.2 0.1 -0.2 -0.02
S -2.628 -1.283 -1.894 -0.2 -0.3 0.0 0.00
C -3.887 -1.103 -0.637 0.2 0.0 -0.1 0.00
C -3.947 -1.970 0.446 -0.1 0.0 0.1 0.00
C -4.911 -1.762 1.422 0.1 0.0 0.0 0.00
C -5.798 -0.699 1.320 0.0 0.0 0.0 0.00
C -5.735 0.154 0.228 0.0 0.1 0.0 0.00
C -4.776 -0.043 -0.756 0.1 0.0 0.0 0.00
C -2.379 -3.047 -1.963 0.0 0.3 0.0 0.00
C -1.138 -3.558 -1.610 -0.1 -0.1 0.0 0.00
C -0.903 -4.921 -1.710 0.0 0.0 0.0 0.00
C -1.918 -5.765 -2.138 0.0 0.0 0.0 0.00
C -3.163 -5.248 -2.469 -0.1 0.0 0.0 0.00
C -3.398 -3.883 -2.396 0.0 -0.1 0.0 0.00
H -3.268 -2.810 0.517 0.0 0.0 0.0 0.00
H -4.964 -2.439 2.265 0.0 0.0 0.0 0.00
H -6.549 -0.549 2.084 0.0 0.0 0.0 0.00
H -6.439 0.969 0.127 0.0 0.0 0.0 0.00
H -4.734 0.609 -1.621 0.0 0.0 0.0 0.00
H -0.376 -2.882 -1.247 0.1 0.0 0.0 0.00
H 0.065 -5.325 -1.446 0.0 0.0 0.0 0.00
H -1.738 -6.829 -2.212 0.0 0.0 0.0 0.00
H -3.956 -5.908 -2.793 0.0 0.0 0.0 0.00
H -4.360 -3.476 -2.675 0.0 0.0 0.0 0.00



No. 3
71
Properties=species:S:1:pos:R:3:forces:R:3:lowdin_spin:R:1 method="wB97M-V/def2-TZVPD" molar_mass_g_mol=717.42 orbital_gap_ev="6.3 / 6.0" e_above_lowest_kcal_mol=44.83 lumo_ev="-2.0 / -2.4" energy_ev=-122435.78633 multiplicity=2
Ru 0.027 0.725 0.430 1.1 0.6 -0.5 0.17
O 1.369 -0.263 1.531 -0.2 -0.1 0.0 0.01
C 2.486 -0.766 1.089 -0.1 0.0 0.1 0.00
C 3.443 -1.176 2.049 0.0 0.0 0.0 0.00
C 4.641 -1.709 1.663 0.0 0.0 0.0 0.00
C 4.952 -1.882 0.298 0.0 0.0 0.1 0.00
C 4.042 -1.501 -0.644 0.0 0.0 0.0 0.00
C 2.795 -0.927 -0.283 0.1 0.0 -0.2 0.00
C 1.936 -0.535 -1.349 0.1 0.1 0.0 0.02
N 0.817 0.116 -1.241 -0.5 -0.9 -0.7 0.01
N 0.191 0.474 -2.437 0.1 0.1 0.4 0.00
C -0.891 1.156 -2.173 -0.4 -0.2 -0.1 0.00
O -1.320 1.427 -0.984 0.2 0.1 0.3 0.00
C -1.753 1.593 -3.307 0.2 0.0 0.0 0.00
C -2.975 2.198 -3.041 0.0 0.0 0.0 0.00
C -3.789 2.608 -4.087 0.0 0.0 0.0 0.00
C -3.382 2.418 -5.400 0.0 0.0 0.0 0.00
C -2.161 1.812 -5.667 0.0 0.0 0.0 0.00
C -1.347 1.400 -4.625 0.0 0.0 0.0 0.00
H 3.192 -1.044 3.094 0.0 0.0 0.0 0.00
H 5.363 -1.995 2.418 0.0 0.0 0.0 0.00
H 5.900 -2.310 0.004 0.0 0.0 0.0 0.00
H 4.266 -1.620 -1.697 0.0 0.0 0.0 0.00
H 2.251 -0.749 -2.367 0.0 0.0 0.0 0.00
H -3.280 2.340 -2.013 0.0 0.0 0.0 0.00
H -4.739 3.082 -3.877 0.0 0.0 0.0 0.00
H -4.014 2.745 -6.216 0.0 0.0 0.0 0.00
H -1.840 1.666 -6.690 0.0 0.0 0.0 0.00
H -0.395 0.926 -4.818 0.0 0.0 0.0 0.00
S 1.341 2.643 -0.024 0.1 -0.1 -0.1 0.24
C 2.310 2.479 1.445 0.1 0.1 -0.1 0.02
C 3.681 2.442 1.577 -0.1 0.0 0.0 0.00
C 4.213 2.263 2.856 0.2 0.0 0.0 0.01
C 5.643 2.195 3.010 -0.1 0.0 0.0 0.00
N 6.786 2.148 3.112 0.0 0.0 0.0 0.00
C 3.376 2.119 3.966 0.0 -0.1 0.1 0.00
C 1.986 2.153 3.817 0.0 0.0 0.0 0.01
C 1.483 2.331 2.552 -0.1 0.1 0.0 0.03
S -0.206 2.371 2.022 -0.5 0.1 0.8 0.47
C 3.929 1.895 5.276 0.0 0.0 -0.1 0.00
N 4.349 1.697 6.327 0.0 0.0 0.0 0.00
H 4.338 2.529 0.723 0.0 0.0 0.0 0.00
H 1.342 2.033 4.677 0.0 0.0 0.0 0.00
C -3.052 -4.611 1.883 0.0 0.0 0.0 0.00
C -3.448 -3.147 1.745 0.0 0.0 0.0 0.00
C -2.752 -2.463 0.573 0.0 0.0 0.0 0.00
C -3.081 -0.970 0.461 0.2 -0.3 -0.2 0.00
Ge -2.094 0.237 1.646 -0.7 0.4 0.3 0.00
C -1.836 -0.355 3.493 0.1 -0.2 0.1 0.00
C -0.801 -1.453 3.733 -0.1 0.0 0.0 0.00
C -0.670 -1.842 5.201 0.0 0.0 0.0 0.00
C 0.420 -2.882 5.426 0.0 0.0 0.0 0.00
H -3.585 -5.098 2.701 0.0 0.0 0.0 0.00
H -1.981 -4.709 2.079 0.0 0.0 0.0 0.00
H -3.272 -5.164 0.967 0.0 0.0 0.0 0.00
H -3.215 -2.618 2.673 0.0 0.0 0.0 0.00
H -4.530 -3.065 1.607 0.0 0.0 0.0 0.00
H -3.047 -2.973 -0.349 0.0 0.0 0.0 0.00
H -1.670 -2.611 0.667 0.0 0.0 0.0 0.00
H -4.134 -0.781 0.697 0.0 0.0 0.0 0.00
H -2.917 -0.602 -0.553 0.0 0.0 0.0 0.00
H -2.970 1.507 1.757 0.1 0.1 -0.1 0.00
H -2.826 -0.670 3.841 0.0 0.0 0.0 0.00
H -1.568 0.542 4.058 0.0 0.0 0.0 0.01
H 0.171 -1.120 3.361 0.0 0.0 0.0 0.00
H -1.062 -2.348 3.154 0.1 0.0 0.0 0.00
H -1.630 -2.227 5.562 0.0 0.0 0.0 0.00
H -0.456 -0.945 5.792 0.0 0.0 0.0 0.00
H 0.197 -3.806 4.888 0.0 0.0 0.0 0.00
H 0.531 -3.131 6.482 0.0 0.0 0.0 0.00
H 1.386 -2.518 5.069 0.0 0.0 0.0 0.00